[1]
{"formula": "C19H37Br2F3InNO3", "method": "ωB97M-V/def2-TZVPD", "homo_lumo_gap_ev": 5.7414, "homo_energy_ev": -6.637, "species": ["C", "C", "C", "O", "In", "C", "C", "C", "O", "O", "C", "C", "C", "F", "Br", "C", "F", "F", "Br", "H", "H", "H", "H", "H", "H", "H", "H", "H", "H", "H", "H", "H", "H", "H", "H", "H", "C", "C", "C", "C", "N", "C", "C", "C", "C", "C", "H", "H", "H", "H", "H", "H", "H", "H", "H", "H", "H", "H", "H", "H", "H", "H", "H", "H", "H", "H"], "positions_angstrom": [[6.71, -3.70, 0.19], [6.49, -3.82, 1.79], [5.20, -2.88, 2.10], [3.97, -3.54, 1.70], [2.38, -2.16, 2.02], [0.98, -2.37, 0.26], [-0.55, -2.72, 0.61], [-1.01, -2.32, 2.07], [-1.30, -1.15, 2.44], [-1.16, -3.34, 3.05], [3.36, -0.13, 2.19], [2.33, 1.09, 2.09], [3.21, 2.46, 1.93], [4.57, 2.27, 2.31], [3.23, 2.88, -0.03], [2.66, 3.67, 2.82], [1.58, 4.36, 2.22], [2.36, 3.27, 4.15], [4.17, 4.98, 3.01], [7.66, -4.20, -0.17], [6.74, -2.59, -0.10], [5.77, -4.12, -0.29], [7.36, -3.30, 2.33], [6.35, -4.89, 2.13], [5.32, -1.98, 1.39], [5.17, -2.52, 3.18], [1.62, -2.66, 3.58], [1.37, -3.22, -0.39], [1.07, -1.40, -0.35], [-1.20, -2.18, -0.17], [-0.73, -3.84, 0.46], [-1.28, -2.87, 3.90], [3.95, -0.09, 3.15], [4.10, -0.03, 1.32], [1.69, 1.14, 3.03], [1.61, 0.95, 1.22], [-1.55, 1.28, 0.25], [-2.92, 1.92, 0.35], [-4.07, 1.00, -0.05], [-4.09, 0.45, -1.48], [-4.27, 1.48, -2.60], [-2.97, 2.16, -3.01], [-2.32, 1.19, -3.97], [-3.49, 0.73, -4.82], [-4.70, 0.73, -3.89], [-5.33, 2.50, -2.26], [-1.35, 0.89, -0.76], [-0.77, 2.00, 0.48], [-1.46, 0.44, 0.95], [-2.95, 2.85, -0.22], [-3.08, 2.22, 1.40], [-5.02, 1.49, 0.17], [-4.04, 0.13, 0.61], [-4.95, -0.22, -1.55], [-3.20, -0.14, -1.71], [-3.22, 3.09, -3.51], [-2.36, 2.37, -2.14], [-1.87, 0.35, -3.44], [-1.54, 1.66, -4.57], [-3.31, -0.26, -5.26], [-3.65, 1.42, -5.65], [-5.02, -0.28, -3.63], [-5.54, 1.26, -4.35], [-4.96, 3.12, -1.44], [-6.24, 1.97, -1.98], [-5.50, 3.13, -3.13]]}

***

[2]
{"formula": "C28H33N4NiP2S3", "method": "ωB97M-V/def2-TZVPD", "homo_lumo_gap_ev": [5.6120, 5.6106], "charge": -1, "homo_energy_ev": [-4.086, -4.084], "relative_energy_kj_mol": 10.22, "species": ["Ni", "S", "C", "C", "N", "C", "S", "C", "N", "C", "P", "C", "N", "C", "C", "C", "C", "C", "C", "N", "C", "P", "C", "C", "C", "C", "C", "C", "C", "C", "C", "H", "H", "H", "H", "H", "H", "H", "H", "H", "H", "H", "H", "H", "H", "H", "H", "H", "H", "H", "H", "H", "H", "H", "H", "H", "H", "H", "H", "S", "C", "C", "C", "C", "C", "C", "H", "H", "H", "H", "H"], "positions_angstrom": [[-0.55, 0.29, 0.24], [-2.08, 0.75, -1.39], [-3.59, 0.28, -0.65], [-4.79, 0.46, -1.44], [-5.74, 0.58, -2.08], [-3.67, -0.20, 0.60], [-2.27, -0.42, 1.63], [-4.95, -0.55, 1.18], [-5.95, -0.86, 1.66], [2.69, 0.00, 1.59], [0.91, -0.03, 1.95], [0.69, -1.85, 2.30], [0.96, -2.34, 3.48], [0.77, -3.67, 3.68], [1.03, -4.23, 4.95], [0.83, -5.57, 5.16], [0.35, -6.40, 4.11], [0.10, -5.88, 2.87], [0.31, -4.49, 2.64], [0.06, -3.98, 1.40], [0.23, -2.70, 1.22], [-0.18, -1.92, -0.43], [-1.69, -2.84, -0.86], [1.06, -2.60, -1.65], [2.44, -2.06, -1.29], [0.64, -2.01, -3.00], [1.11, -4.13, -1.72], [0.84, 0.95, 3.55], [1.52, 2.28, 3.20], [1.56, 0.32, 4.74], [-0.61, 1.22, 3.93], [3.27, -0.15, 2.51], [2.94, 0.94, 1.12], [2.93, -0.80, 0.89], [1.38, -3.58, 5.73], [1.02, -6.00, 6.13], [0.19, -7.45, 4.29], [-0.26, -6.48, 2.06], [-1.54, -3.91, -0.78], [-2.00, -2.56, -1.86], [-2.48, -2.53, -0.16], [2.43, -0.97, -1.17], [3.14, -2.30, -2.10], [2.83, -2.52, -0.38], [0.54, -0.92, -2.95], [-0.32, -2.41, -3.34], [1.40, -2.25, -3.75], [1.18, -4.60, -0.74], [1.99, -4.43, -2.31], [0.23, -4.53, -2.22], [2.61, 2.18, 3.16], [1.28, 3.00, 3.98], [1.18, 2.71, 2.25], [2.58, 0.00, 4.50], [1.03, -0.54, 5.14], [1.63, 1.09, 5.52], [-1.16, 1.73, 3.14], [-0.62, 1.87, 4.82], [-1.16, 0.31, 4.17], [0.93, 1.73, -0.84], [0.60, 3.32, -0.15], [-0.56, 3.64, 0.56], [-0.73, 4.90, 1.12], [0.24, 5.89, 0.97], [1.39, 5.59, 0.25], [1.57, 4.33, -0.30], [-1.33, 2.89, 0.68], [-1.64, 5.12, 1.67], [0.10, 6.87, 1.41], [2.16, 6.34, 0.13], [2.48, 4.10, -0.84]]}

***

[3]
{"formula": "C5H8O2", "method": "ωB97M-V/def2-TZVPD", "homo_lumo_gap_ev": 10.8171, "homo_energy_ev": -9.782, "relative_energy_kj_mol": 263.77, "smiles": "C[C@@H]1[C@H](O)[C@@H]2O[C@H]12", "species": ["C", "C", "C", "O", "C", "C", "O", "H", "H", "H", "H", "H", "H", "H", "H"], "positions_angstrom": [[-0.40, 1.06, 1.35], [0.08, -0.23, 0.75], [-0.85, -1.20, -0.19], [-1.18, -0.20, -1.16], [0.01, -0.96, -1.29], [1.04, -0.17, -0.50], [1.37, 1.10, -1.00], [-1.14, 0.88, 2.13], [-0.86, 1.71, 0.59], [0.44, 1.61, 1.80], [0.46, -0.92, 1.51], [-1.61, -1.94, -0.11], [0.11, -1.51, -2.20], [1.98, -0.70, -0.33], [0.54, 1.47, -1.34]]}

***

[4]
{"formula": "C48H33N10Sc", "method": "ωB97M-V/def2-TZVPD", "homo_lumo_gap_ev": 7.0547, "charge": 2, "homo_energy_ev": -13.148, "species": ["Sc", "C", "C", "N", "C", "C", "N", "C", "C", "C", "C", "C", "N", "C", "C", "N", "C", "C", "N", "C", "C", "C", "N", "C", "C", "H", "H", "H", "H", "H", "H", "H", "H", "H", "H", "H", "H", "C", "C", "C", "C", "N", "C", "C", "C", "C", "C", "C", "N", "C", "C", "C", "C", "C", "N", "H", "H", "H", "H", "H", "H", "H", "H", "H", "H", "H", "C", "C", "C", "C", "C", "C", "C", "C", "C", "C", "C", "C", "C", "C", "C", "N", "H", "H", "H", "H", "H", "H", "H", "H", "H", "H"], "positions_angstrom": [[0.08, -0.09, 0.18], [2.30, 1.67, -3.46], [1.36, 1.06, -2.65], [1.35, 1.24, -1.34], [2.27, 2.04, -0.80], [3.18, 2.69, -1.63], [3.20, 2.50, -2.94], [2.29, 2.13, 0.68], [3.19, 2.91, 1.38], [3.14, 2.95, 2.77], [2.13, 2.21, 3.38], [1.26, 1.46, 2.62], [1.35, 1.40, 1.29], [0.06, 0.81, 3.20], [-0.12, 0.67, 4.57], [-1.30, 0.33, 5.09], [-2.30, 0.12, 4.24], [-2.09, 0.14, 2.86], [-0.91, 0.46, 2.34], [4.10, 3.77, 3.56], [4.23, 3.60, 4.93], [5.13, 4.40, 5.63], [5.88, 5.33, 5.06], [5.76, 5.49, 3.74], [4.89, 4.74, 2.96], [2.34, 1.50, -4.53], [0.59, 0.42, -3.07], [3.91, 3.39, -1.23], [3.94, 3.46, 0.84], [1.99, 2.26, 4.45], [0.69, 0.82, 5.27], [-3.27, -0.08, 4.65], [-2.89, -0.12, 2.19], [3.68, 2.84, 5.47], [5.25, 4.27, 6.70], [6.38, 6.26, 3.29], [4.84, 4.96, 1.90], [-0.34, -3.89, -2.32], [-1.67, -3.82, -2.71], [-2.35, -2.62, -2.60], [-1.68, -1.52, -2.08], [-0.41, -1.60, -1.65], [0.24, -2.76, -1.80], [-2.30, -0.17, -2.01], [-3.41, 0.11, -2.79], [-3.93, 1.39, -2.80], [-3.27, 2.37, -2.09], [-2.14, 2.03, -1.35], [-1.69, 0.77, -1.25], [-1.42, 3.16, -0.69], [-1.20, 4.34, -1.40], [-0.60, 5.40, -0.75], [-0.25, 5.26, 0.58], [-0.48, 4.03, 1.19], [-1.04, 2.99, 0.57], [0.23, -4.80, -2.41], [-2.18, -4.69, -3.11], [-3.38, -2.55, -2.89], [1.27, -2.76, -1.46], [-3.86, -0.65, -3.41], [-4.81, 1.63, -3.39], [-3.62, 3.39, -2.09], [-1.48, 4.42, -2.44], [-0.41, 6.33, -1.27], [0.20, 6.07, 1.15], [-0.19, 3.88, 2.23], [4.36, -1.61, 0.72], [4.16, -2.67, 1.60], [2.87, -3.07, 1.88], [1.77, -2.42, 1.30], [1.94, -1.28, 0.49], [3.26, -0.93, 0.20], [0.41, -2.98, 1.47], [0.22, -4.31, 1.91], [-1.03, -4.85, 1.98], [-2.14, -4.08, 1.57], [-3.46, -4.58, 1.58], [-4.50, -3.81, 1.14], [-4.25, -2.50, 0.68], [-2.98, -2.00, 0.67], [-1.89, -2.76, 1.13], [-0.62, -2.23, 1.10], [5.37, -1.30, 0.45], [5.00, -3.18, 2.04], [2.73, -3.90, 2.56], [3.49, -0.11, -0.47], [1.07, -4.92, 2.17], [-1.18, -5.87, 2.31], [-3.63, -5.59, 1.93], [-5.52, -4.19, 1.15], [-5.08, -1.89, 0.32], [-2.80, -1.00, 0.29]]}